# 1
Here is one molecule with the formula CH2ClNOS2 from OMol25. Energies are from wB97M-V/def2-TZVPD.

**E_LUMO**: -0.80 eV
**Spin multiplicity**: 1
**Total charge**: 0
**HOMO level**: -9.543 eV
**Frontier orbital gap**: 8.74 eV
**SMILES string**: O=CN(Cl)SS

Each line ends with the natural charge from an NBO analysis.
Positions of all 8 atoms, in Å:
S 2.1822 1.0082 0.6343  -0.028
S 1.4507 -0.3965 -0.4845  0.170
O -2.4409 -1.0903 0.2490  -0.534
H 2.3107 2.0354 -0.4219  0.147
Cl -0.7849 1.3366 0.7810  0.209
C -1.2957 -1.0256 -0.0804  0.491
H -0.8596 -2.0076 -0.3517  0.130
N -0.5624 0.1399 -0.3259  -0.585



# 2
Here is a 2-piece molecular cluster, CH2ClNOS2 overall from OMol25. Energies are from wB97M-V/def2-TZVPD.

**E_LUMO (alpha / beta)**: -2.58 / -2.99 eV
**Spin multiplicity**: 1
**Total charge**: 0
**HOMO level (alpha / beta)**: -9.712 / -9.708 eV
**Frontier orbital gap (alpha / beta)**: 7.14 / 6.72 eV
**SMILES string**: O=C(S)N=S.Cl

Each line ends with the natural charge from an NBO analysis.
Positions of all 8 atoms, in Å:
S 0.8555 -1.8526 0.8244  -0.096
C -0.1329 -0.2767 0.4726  0.529
O 0.2478 0.4291 -0.4991  -0.561
H 1.9260 -1.4567 0.0883  0.162
Cl -0.2812 2.2758 -2.5350  -0.299
H 0.2399 1.0582 -2.4397  0.299
N -1.0208 0.0413 1.3904  -0.612
S -1.8343 -0.2184 2.6982  0.577



Relative energy (zero: lowest compared OMol25 entry of this formula, charge and spin) list, top to bottom, in kcal per mole: 33.3 34.5